1.
Computed, not measured: one molecule with the formula C5H7NO2, with ωB97M-V with the def2-TZVPD basis set.

Structure (ORCA input):
```
! RIJCOSX wB97M-V def2-TZVPD def2/J DEFGRID3
* xyz 0 1
C -0.843 0.986 -0.032
C -0.220 0.249 0.915
C 0.373 1.208 -0.876
C 1.134 0.119 0.262
C 1.434 -1.304 -0.290
N -2.176 1.427 -0.388
O -1.118 -0.733 1.690
O 0.659 1.567 -1.927
H 1.889 0.579 0.915
H 2.100 -1.124 -1.070
H 0.519 -1.768 -0.674
H 1.947 -1.981 0.527
H -0.485 -1.430 2.155
H -2.308 1.198 -1.386
H -2.904 1.006 0.179
*
```

Its LUMO energy is 0.0136 Ha. The value obtained for the gap between HOMO and LUMO is 9.07 eV. As for the SMILES: C[C@H]1C(=O)C(N)=C1O. As for the HOMO energy: -8.70 eV. The energy above the lowest of the compared OMol25 structures with the same formula, charge and spin is 70.13 kcal per mole.

***

2.
Computed, not measured: C43H44N7O2P2V as an isolated structure, with ωB97M-V with the def2-TZVPD basis set.

Structure (ORCA input):
```
! RIJCOSX wB97M-V def2-TZVPD def2/J DEFGRID3
* xyz 1 4
V 1.453 0.966 1.610
C 3.480 -1.236 4.015
P 3.408 0.278 2.960
C 4.088 1.477 4.175
C 4.971 0.021 1.977
C 5.155 -1.305 1.211
P 3.676 -1.797 0.191
C 4.416 -1.768 -1.495
C 3.747 -3.633 0.433
H 4.457 -1.297 4.496
H 3.325 -2.131 3.415
H 2.711 -1.188 4.788
H 4.884 1.001 4.748
H 3.305 1.810 4.857
H 4.488 2.346 3.656
H 5.791 0.141 2.689
H 5.027 0.841 1.264
H 5.382 -2.111 1.911
H 6.005 -1.211 0.534
H 5.358 -2.317 -1.518
H 4.579 -0.735 -1.798
H 3.716 -2.232 -2.193
H 4.745 -4.004 0.198
H 3.024 -4.112 -0.230
H 3.499 -3.909 1.458
C -8.832 -4.094 -5.780
O -7.726 -4.787 -5.225
C -6.797 -4.075 -4.559
C -6.811 -2.689 -4.429
C -5.812 -2.052 -3.712
C -4.790 -2.778 -3.110
C -4.786 -4.172 -3.244
C -5.768 -4.811 -3.963
C -3.746 -2.150 -2.312
N -2.992 -2.785 -1.440
C -2.166 -1.842 -0.905
C -2.412 -0.599 -1.467
N -3.430 -0.817 -2.361
C -1.728 0.582 -1.069
C -1.978 1.876 -1.547
C -1.285 2.931 -1.001
C -0.318 2.684 -0.030
N -0.025 1.466 0.406
C -0.741 0.422 -0.072
C -0.510 -0.853 0.555
N 0.363 -0.873 1.586
C 0.485 -1.997 2.273
C -0.194 -3.171 1.956
C -1.043 -3.185 0.873
C -1.227 -1.998 0.160
H -9.468 -4.851 -6.228
H -8.513 -3.387 -6.551
H -9.391 -3.560 -5.008
H -7.601 -2.102 -4.874
H -5.861 -0.974 -3.609
H -3.993 -4.732 -2.769
H -5.772 -5.887 -4.076
H -3.862 -0.133 -2.957
H -2.721 2.047 -2.316
H -1.477 3.946 -1.317
H 0.247 3.497 0.410
H 1.144 -1.958 3.130
H -0.046 -4.055 2.561
H -1.589 -4.070 0.575
C -3.655 1.439 3.325
C -2.799 0.389 3.620
C -1.426 0.569 3.576
C -0.891 1.797 3.198
C -1.757 2.870 2.968
C -3.128 2.688 3.026
N 0.501 1.966 2.948
N 0.959 3.103 3.344
C 2.151 3.450 2.757
C 2.785 4.633 3.158
C 3.919 5.044 2.491
C 4.407 4.278 1.432
C 3.783 3.092 1.066
C 2.629 2.622 1.706
H -4.727 1.291 3.353
H -3.204 -0.577 3.893
H -0.766 -0.231 3.873
H -1.331 3.836 2.734
H -3.787 3.524 2.833
H 2.376 5.199 3.986
H 4.426 5.957 2.775
H 5.282 4.621 0.891
H 4.213 2.521 0.248
O 2.303 0.925 -0.828
N 1.931 1.626 -1.850
C 2.177 2.956 -1.920
C 1.788 3.701 -3.011
C 1.124 3.094 -4.067
C 0.885 1.730 -3.987
C 1.296 1.022 -2.880
H 2.678 3.376 -1.061
H 2.007 4.759 -3.025
H 0.810 3.663 -4.930
H 0.383 1.202 -4.785
H 1.141 -0.040 -2.763
*
```

Its LUMO energy (alpha / beta) is -0.1041 / -0.1109 Ha. The value obtained for the gap between HOMO and LUMO (alpha / beta) is 6.26 / 6.99 eV. Its expectation value of S² is 3.792. As for the HOMO energy (alpha / beta): -9.09 / -10.00 eV. The energy above the lowest of the compared OMol25 structures with the same formula, charge and spin is 35.03 kcal per mole.

***

3.
Computed, not measured: C35H41NOPPdS4 as an isolated structure, with ωB97M-V with the def2-TZVPD basis set.

Structure (ORCA input):
```
! RIJCOSX wB97M-V def2-TZVPD def2/J DEFGRID3
* xyz -1 1
Pd 0.394 0.159 1.150
C -0.412 -3.211 2.179
C 0.697 -2.606 3.037
C 1.570 -3.725 3.603
P 1.644 -1.371 2.053
C 3.142 -0.963 3.042
C 3.923 0.132 2.315
C 2.851 -0.568 4.490
C 2.252 -2.273 0.611
C 3.247 -3.247 0.629
C 3.609 -3.959 -0.504
C 4.682 -5.018 -0.467
C 2.912 -3.666 -1.683
C 1.924 -2.707 -1.744
C 1.571 -1.947 -0.594
N 0.648 -0.952 -0.581
C 0.017 -0.560 -1.784
C -1.294 -0.969 -2.062
C -2.027 -1.838 -1.081
C -1.895 -0.564 -3.251
C -1.232 0.238 -4.171
C -1.906 0.676 -5.446
C 0.057 0.657 -3.863
C 0.683 0.286 -2.679
C 2.051 0.799 -2.329
H -1.006 -3.902 2.784
H 0.015 -3.767 1.338
H -1.073 -2.440 1.799
H 0.240 -2.024 3.843
H 1.983 -4.333 2.794
H 0.955 -4.380 4.225
H 2.398 -3.365 4.218
H 3.739 -1.881 3.039
H 3.342 1.055 2.295
H 4.147 -0.151 1.284
H 4.866 0.329 2.834
H 2.247 0.337 4.532
H 3.797 -0.382 5.008
H 2.316 -1.346 5.038
H 3.763 -3.463 1.561
H 5.213 -5.001 0.487
H 5.423 -4.870 -1.259
H 4.269 -6.023 -0.595
H 3.161 -4.213 -2.589
H 1.415 -2.515 -2.680
H -2.116 -1.335 -0.115
H -1.487 -2.770 -0.901
H -3.029 -2.076 -1.446
H -2.909 -0.896 -3.466
H -2.603 -0.084 -5.805
H -1.175 0.866 -6.233
H -2.472 1.599 -5.293
H 0.584 1.307 -4.557
H 2.408 1.500 -3.084
H 2.771 -0.018 -2.242
H 2.025 1.297 -1.359
S -1.972 1.718 4.981
C -1.395 1.032 3.573
S -2.245 -0.039 2.546
S 0.258 1.398 3.106
O -0.598 1.792 0.022
S -2.100 1.759 -0.089
C -2.688 3.033 1.017
C -1.779 3.904 1.588
C -2.245 4.856 2.484
C -3.596 4.928 2.787
C -4.493 4.034 2.215
C -4.037 3.067 1.334
C -2.383 2.639 -1.630
C -3.667 2.703 -2.151
C -3.883 3.379 -3.341
C -2.815 3.963 -4.012
C -1.531 3.864 -3.496
C -1.308 3.199 -2.297
H -0.723 3.797 1.372
H -1.541 5.518 2.973
H -3.949 5.658 3.506
H -5.541 4.066 2.485
H -4.716 2.322 0.931
H -4.492 2.229 -1.629
H -4.883 3.441 -3.752
H -2.984 4.482 -4.948
H -0.697 4.305 -4.028
H -0.313 3.095 -1.874
*
```

Its LUMO energy is 0.0908 Ha. The value obtained for the gap between HOMO and LUMO is 6.07 eV. As for the HOMO energy: -3.60 eV. The energy above the lowest of the compared OMol25 structures with the same formula, charge and spin is 10.22 kcal per mole.

***

4.
Computed, not measured: a 2-piece molecular cluster, C3H6O2 overall, with ωB97M-V with the def2-TZVPD basis set.

Structure (ORCA input):
```
! RIJCOSX wB97M-V def2-TZVPD def2/J DEFGRID3
* xyz 0 1
O 2.327 1.111 -0.333
C 1.707 0.193 0.435
C 0.301 -0.044 -0.074
C -0.663 -0.824 0.414
O -2.393 0.357 -1.147
H 2.186 -0.873 0.400
H 1.672 0.480 1.547
H -0.022 0.763 -0.866
H -1.671 -0.442 0.211
H -0.517 -1.727 0.995
H -2.928 1.006 -1.581
*
```

Its LUMO energy is -0.1761 Ha. The value obtained for the gap between HOMO and LUMO is 4.05 eV. As for the HOMO energy: -8.84 eV. The energy above the lowest of the compared OMol25 structures with the same formula, charge and spin is 226.15 kcal per mole.

***

Number 1: largest force on an atom 6.96 eV/Å. Number 2: largest force on an atom 2.34 eV/Å. Number 3: largest force on an atom 0.33 eV/Å. Number 4: largest force on an atom 2.90 eV/Å.